[1]
This record from the Open Molecules 2025 dataset describes a structure of composition C18H54N14O14PZn2 in a non-equilibrium geometry. The level of theory is ωB97M-V/def2-TZVPD.

Geometry (Å):
1 Zn 1.905 -1.658 1.598
2 Zn -1.138 1.159 -1.136
3 P 0.466 -0.081 0.355
4 O 1.607 0.181 1.405
5 O 0.364 -1.595 0.445
6 O 0.576 0.427 -1.097
7 O -0.897 0.528 0.567
8 C -2.611 -0.852 -3.139
9 O -2.020 -0.219 -2.276
10 N -3.765 -0.472 -3.642
11 N -2.249 -2.019 -3.718
12 H -4.287 0.312 -3.275
13 H -4.104 -1.046 -4.401
14 H -1.502 -2.534 -3.275
15 H -2.840 -2.482 -4.393
16 C -3.088 -1.716 1.773
17 O -4.182 -1.797 2.266
18 N -2.141 -1.097 2.400
19 N -2.715 -2.244 0.638
20 H -2.545 -0.447 3.059
21 H -1.491 -0.739 1.715
22 H -3.454 -2.665 0.094
23 H -1.724 -2.295 0.449
24 C -0.067 3.541 0.464
25 O -0.365 2.949 -0.565
26 N 0.643 3.148 1.483
27 N -0.505 4.744 0.691
28 H 0.873 2.171 1.594
29 H 0.774 3.782 2.258
30 H -0.824 5.182 -0.161
31 H -0.002 5.353 1.321
32 C 3.465 2.713 -1.573
33 O 4.400 3.255 -2.140
34 N 2.569 2.130 -2.284
35 N 3.255 2.689 -0.302
36 H 2.748 2.029 -3.273
37 H 1.804 1.615 -1.871
38 H 2.387 2.326 0.067
39 H 3.895 3.146 0.332
40 C 1.137 -2.209 -3.027
41 O 1.515 -2.915 -4.011
42 N 0.500 -2.616 -1.967
43 N 1.644 -1.010 -2.980
44 H 0.106 -3.542 -1.883
45 H 0.442 -1.881 -1.277
46 H 1.521 -0.309 -2.264
47 H 2.100 -0.718 -3.833
48 C 4.186 -0.208 3.207
49 O 3.471 -1.126 2.927
50 N 4.141 0.884 2.516
51 N 5.012 -0.147 4.147
52 H 3.354 1.094 1.919
53 H 4.862 1.572 2.677
54 H 5.363 0.797 4.226
55 H 5.242 -0.892 4.789
56 C 0.604 -1.149 4.260
57 O 0.799 -2.099 3.173
58 C 0.075 -3.383 3.164
59 C 0.984 -4.355 2.312
60 N 2.195 -3.669 1.883
61 C 2.796 -4.250 0.674
62 C 3.904 -3.387 0.013
63 O 3.324 -2.128 0.205
64 C 4.276 -1.129 -0.190
65 H -0.409 -1.138 4.662
66 H 0.829 -0.123 3.969
67 H 1.158 -1.490 5.135
68 H -0.932 -3.408 2.747
69 H -0.150 -3.846 4.125
70 H 0.423 -4.628 1.418
71 H 1.304 -5.271 2.809
72 H 2.967 -3.779 2.525
73 H 1.915 -4.313 0.036
74 H 3.163 -5.251 0.903
75 H 4.073 -3.655 -1.030
76 H 4.826 -3.354 0.594
77 H 5.105 -0.853 0.460
78 H 3.744 -0.195 -0.369
79 H 4.711 -1.399 -1.153
80 C -6.304 2.160 1.396
81 O -5.601 1.272 0.607
82 C -4.186 1.172 0.684
83 C -3.457 2.410 0.219
84 N -3.044 2.151 -1.157
85 C -2.904 3.355 -1.988
86 C -2.365 2.918 -3.394
87 O -1.175 2.140 -3.107
88 C -0.508 1.539 -4.297
89 H -6.068 2.176 2.460
90 H -7.353 1.937 1.594
91 H -6.190 3.236 1.264
92 H -3.754 0.372 0.082
93 H -3.900 0.897 1.699
94 H -2.509 2.574 0.732
95 H -3.986 3.353 0.080
96 H -3.903 1.810 -1.564
97 H -2.372 4.187 -1.527
98 H -3.915 3.739 -2.126
99 H -1.946 3.821 -3.839
100 H -3.202 2.529 -3.973
101 H 0.492 1.973 -4.308
102 H -1.069 1.864 -5.174
103 H -0.276 0.474 -4.308

Results
- E_LUMO (hartree) = -0.077
- energy relative to the best compared isomer or geometry (same formula, charge and spin) (eV) = 5.358
- charge = +1
- electronic energy (eV) = -175194.58730
- 2S+1 = 1
- frontier orbital gap (eV) = 8.63

Atom charges from the Löwdin analysis, given in e for atoms 1 to 5: 0.559 0.568 0.140 -0.336 -0.318

=====

[2]
This record from the Open Molecules 2025 dataset describes a cluster of 9 separate species, C18H54O9 in total in a non-equilibrium geometry. The level of theory is ωB97M-V/def2-TZVPD.

Geometry (Å):
1 O -1.753 1.193 2.053
2 H -1.417 0.742 2.828
3 H -1.048 1.122 1.410
4 O -0.001 0.620 0.312
5 H 0.303 0.551 -0.593
6 H 0.794 0.542 0.839
7 O 1.669 -1.114 -3.382
8 H 1.128 -0.327 -3.324
9 H 1.259 -1.638 -4.070
10 C 1.901 2.670 -4.036
11 C 1.792 2.081 -2.625
12 C 1.803 3.191 -1.583
13 O 0.604 1.301 -2.590
14 H 1.475 3.667 -4.148
15 H 1.526 1.987 -4.798
16 H 2.982 2.730 -4.169
17 H 2.611 1.378 -2.472
18 H 1.834 2.674 -0.624
19 H 0.892 3.790 -1.556
20 H 2.594 3.904 -1.813
21 H -0.155 1.847 -2.808
22 C 3.624 -0.671 -0.246
23 C 4.212 -1.815 -0.974
24 C 4.951 -2.861 -0.048
25 O 3.178 -2.517 -1.655
26 H 2.754 -0.283 -0.776
27 H 4.334 0.156 -0.262
28 H 3.284 -1.015 0.731
29 H 4.803 -1.431 -1.805
30 H 4.203 -3.142 0.694
31 H 5.778 -2.458 0.537
32 H 5.252 -3.717 -0.652
33 H 2.724 -1.959 -2.290
34 C -4.994 0.977 0.764
35 C -4.386 2.280 0.175
36 C -4.370 3.310 1.348
37 O -3.111 2.069 -0.226
38 H -5.921 1.224 1.282
39 H -4.272 0.458 1.395
40 H -5.269 0.405 -0.122
41 H -4.855 2.625 -0.747
42 H -3.701 2.957 2.133
43 H -5.402 3.390 1.688
44 H -4.078 4.322 1.066
45 H -2.739 1.590 0.519
46 C -3.101 -2.875 1.677
47 C -1.681 -2.397 1.702
48 C -1.415 -1.889 3.134
49 O -0.772 -3.402 1.530
50 H -3.655 -1.936 1.704
51 H -3.318 -3.564 2.493
52 H -3.452 -3.426 0.804
53 H -1.483 -1.628 0.955
54 H -0.627 -1.147 3.264
55 H -1.160 -2.588 3.931
56 H -2.268 -1.462 3.661
57 H -1.103 -3.970 0.830
58 C 4.289 -0.002 3.342
59 C 3.230 0.156 4.462
60 C 1.783 -0.091 3.995
61 O 3.518 -0.619 5.619
62 H 4.272 -1.001 2.906
63 H 5.272 0.246 3.742
64 H 4.179 0.662 2.484
65 H 3.166 1.188 4.806
66 H 1.531 0.216 2.980
67 H 1.063 0.320 4.702
68 H 1.490 -1.139 4.070
69 H 4.454 -0.827 5.666
70 C -2.509 -1.109 -2.190
71 C -2.470 0.000 -3.293
72 C -2.494 -0.638 -4.724
73 O -3.495 0.930 -3.034
74 H -2.239 -0.636 -1.245
75 H -1.719 -1.839 -2.367
76 H -3.418 -1.709 -2.187
77 H -1.524 0.536 -3.369
78 H -2.452 0.133 -5.493
79 H -3.430 -1.127 -4.994
80 H -1.714 -1.393 -4.819
81 H -3.540 1.224 -2.121

Results
- E_LUMO (spin up / spin down) (hartree) = 0.100 / 0.098
- energy relative to the best compared isomer or geometry (same formula, charge and spin) (eV) = 0.109
- charge = -1
- electronic energy (eV) = -37967.00966
- 2S+1 = 2
- frontier orbital gap (spin up / spin down) (eV) = 2.08 / 9.73

Atom charges from the Löwdin analysis, given in e for atoms 1 to 5: -0.087 0.022 -0.036 -0.054 0.022

=====

[3]
This record from the Open Molecules 2025 dataset describes a cluster of 9 separate species, C18H54O9 in total in a non-equilibrium geometry. The level of theory is ωB97M-V/def2-TZVPD.

Geometry (Å):
1 C 2.580 2.232 -2.403
2 C 3.342 1.650 -1.231
3 O 4.035 2.630 -0.479
4 H 3.282 2.536 -3.174
5 H 2.054 3.159 -2.149
6 H 1.928 1.533 -2.892
7 H 4.086 0.939 -1.630
8 H 2.686 1.117 -0.576
9 H 4.681 2.171 0.089
10 C 2.016 4.560 2.071
11 C 1.478 4.187 0.714
12 O 2.219 4.936 -0.261
13 H 1.708 5.560 2.319
14 H 3.100 4.611 2.058
15 H 1.666 3.870 2.829
16 H 0.423 4.494 0.616
17 H 1.499 3.118 0.423
18 H 2.881 4.316 -0.601
19 C -4.789 3.253 -1.116
20 C -3.712 2.277 -0.639
21 O -4.236 0.939 -0.651
22 H -5.657 3.361 -0.436
23 H -5.100 3.097 -2.149
24 H -4.371 4.282 -1.130
25 H -3.358 2.562 0.333
26 H -2.849 2.379 -1.299
27 H -3.474 0.334 -0.500
28 C 3.657 0.732 2.628
29 C 5.207 0.635 2.507
30 O 5.642 0.779 1.154
31 H 3.459 0.654 3.679
32 H 3.175 -0.009 2.016
33 H 3.286 1.692 2.281
34 H 5.527 -0.328 2.915
35 H 5.609 1.476 3.035
36 H 6.592 0.879 1.161
37 C 1.053 -1.983 -1.856
38 C 0.528 -1.132 -2.970
39 O -0.182 0.002 -2.441
40 H 1.597 -2.761 -2.372
41 H 0.193 -2.482 -1.405
42 H 1.710 -1.464 -1.157
43 H -0.116 -1.752 -3.623
44 H 1.332 -0.724 -3.546
45 H -0.813 0.285 -3.124
46 C 2.575 -2.866 1.896
47 C 1.710 -4.087 1.932
48 O 1.010 -4.147 0.690
49 H 2.121 -1.959 1.528
50 H 3.394 -2.971 1.178
51 H 3.034 -2.637 2.878
52 H 0.907 -4.004 2.642
53 H 2.219 -5.035 2.131
54 H 1.086 -5.057 0.404
55 C -4.118 -2.407 -3.425
56 C -4.413 -2.301 -1.980
57 O -5.754 -1.845 -1.820
58 H -4.332 -1.459 -3.900
59 H -4.794 -3.171 -3.856
60 H -3.067 -2.641 -3.687
61 H -3.750 -1.602 -1.480
62 H -4.205 -3.272 -1.536
63 H -5.632 -0.988 -1.416
64 C -0.331 1.090 0.980
65 C -0.913 -0.307 0.880
66 O -1.790 -0.413 -0.254
67 H -0.026 1.466 0.014
68 H 0.476 1.108 1.714
69 H -1.101 1.731 1.381
70 H -1.437 -0.572 1.799
71 H -0.076 -0.992 0.676
72 H -1.211 -0.446 -1.004
73 C -3.787 -2.317 2.128
74 C -2.841 -3.070 1.244
75 O -1.572 -3.134 1.801
76 H -3.546 -1.257 2.166
77 H -3.699 -2.718 3.140
78 H -4.780 -2.395 1.702
79 H -2.793 -2.562 0.267
80 H -3.208 -4.085 1.070
81 H -0.932 -3.279 1.098

Results
- E_LUMO (hartree) = 0.012
- energy relative to the best compared isomer or geometry (same formula, charge and spin) (eV) = 2.931
- SMILES = CCO.CCO.CCO.CCO.CCO.CCO.CCO.CCO.CCO
- electronic energy (eV) = -37966.93478
- 2S+1 = 1
- frontier orbital gap (eV) = 9.96

Atom charges from the Löwdin analysis, given in e for atoms 1 to 5: -0.061 -0.313 -0.094 0.078 0.075